The following is a DFT calculation (ωB97M-V/def2-TZVPD) of a structure of composition C15H16N7OPtS.

Element x y z (Å)
1 Pt -0.04980 0.47109 -0.43965
2 O -1.37374 4.23302 -1.03611
3 C -1.20486 3.03726 -0.89808
4 N -0.03939 2.37301 -0.88894
5 C 1.23099 3.05496 -0.89913
6 C 2.32719 2.04612 -0.69613
7 C 3.66689 2.40984 -0.73784
8 C 4.64209 1.46846 -0.48106
9 C 4.26335 0.16628 -0.17175
10 C 2.92334 -0.13650 -0.15552
11 N 1.97409 0.77196 -0.42983
12 C -2.37524 2.08549 -0.71519
13 C -3.67548 2.54449 -0.73819
14 C -4.70382 1.64636 -0.50140
15 C -4.39553 0.32150 -0.22828
16 C -3.07053 -0.06745 -0.21785
17 N -2.08155 0.79043 -0.47581
18 H 1.28359 3.79571 -0.09213
19 H 1.39160 3.59756 -1.83576
20 H 3.92384 3.43541 -0.96382
21 H 5.68753 1.74295 -0.51125
22 H 4.99002 -0.59818 0.05902
23 H 2.58395 -1.12922 0.10771
24 H -3.83888 3.59602 -0.92695
25 H -5.73294 1.97784 -0.51771
26 H -5.16388 -0.40751 -0.01609
27 H -2.79433 -1.08575 0.02199
28 C 0.01269 -4.66875 0.09278
29 C -0.00544 -3.67585 1.19295
30 N 0.00925 -3.94076 2.45115
31 N -0.01765 -2.72301 3.06769
32 C -0.05028 -1.66294 2.23823
33 S -0.09541 -0.05740 2.61102
34 N -0.03843 -2.30180 1.00053
35 N -0.06827 -1.66643 -0.25173
36 H 0.03413 -5.66256 0.53129
37 H 0.89549 -4.55265 -0.53914
38 H -0.87633 -4.58847 -0.53572
39 H -0.01723 -2.66011 4.07256
40 H -0.89952 -1.98263 -0.75085
41 H 0.72852 -1.99776 -0.79500

Results
energy relative to the best compared isomer or geometry (same formula, charge and spin)	0.0	kcal per mole
frontier orbital gap	7.778	eV
net charge	+1
LUMO	-3.01	eV

The following is a DFT calculation (ωB97M-V/def2-TZVPD) of a structure of composition C15H17AuF6GeN3O5S2.

Element x y z (Å)
1 Au -1.33343 -0.99033 0.78826
2 O -1.45040 1.03595 1.54761
3 C -2.23227 1.99090 1.15954
4 C -2.64790 2.97212 2.09718
5 C -3.46188 4.01869 1.73742
6 C -3.92180 4.15622 0.42306
7 C -3.52483 3.22285 -0.51097
8 C -2.68219 2.15763 -0.17612
9 C -2.24585 1.23013 -1.21315
10 N -1.87560 -0.03385 -1.06490
11 C -1.58141 -0.52462 -2.31969
12 C -1.78046 0.44625 -3.23829
13 N -2.20752 1.54740 -2.52592
14 H -2.29083 2.86143 3.11310
15 H -3.75664 4.74406 2.48758
16 H -4.57991 4.96865 0.14594
17 H -3.89381 3.30396 -1.52859
18 H -1.20988 -1.52318 -2.45597
19 H -1.60956 0.47440 -4.29848
20 H -2.32982 2.47658 -2.88538
21 C 0.96262 -1.57985 3.91861
22 Ge 0.60484 -3.09390 2.74089
23 C 2.09353 -3.39880 1.54080
24 C 0.24323 -4.70795 3.79513
25 C -1.03314 -2.52769 1.81700
26 H 1.92365 -1.70832 4.41871
27 H 0.18261 -1.47893 4.67333
28 H 0.98935 -0.66767 3.32264
29 H 3.00830 -3.55173 2.11512
30 H 2.21525 -2.52642 0.90251
31 H 1.92141 -4.27491 0.91529
32 H 1.11606 -4.98310 4.38952
33 H 0.00149 -5.54576 3.13925
34 H -0.59674 -4.54649 4.47229
35 H -1.92483 -3.06440 2.16357
36 F 4.43009 -1.42709 -0.54524
37 C 3.56678 -1.55846 -1.55788
38 F 3.01580 -2.77951 -1.47434
39 F 4.24638 -1.48763 -2.69960
40 S 2.23715 -0.27998 -1.47854
41 O 1.72786 -0.39753 -0.14070
42 O 1.38083 -0.60537 -2.58713
43 N 3.02422 1.07124 -1.61826
44 S 3.19138 1.84115 -2.98752
45 O 3.98772 3.00637 -2.74301
46 O 3.47323 1.02825 -4.13404
47 C 1.48178 2.53468 -3.33665
48 F 0.85078 1.83484 -4.28446
49 F 0.70844 2.54333 -2.24652
50 F 1.58591 3.79641 -3.77298

Results
energy relative to the best compared isomer or geometry (same formula, charge and spin)	6.9	kcal per mole
frontier orbital gap (spin up / spin down)	6.681 / 6.681	eV
net charge	-1
LUMO (spin up / spin down)	1.62 / 1.62	eV

The following is a DFT calculation (ωB97M-V/def2-TZVPD) of a structure of composition C15H17Br39F3OS at a distorted geometry.

Element x y z (Å)
1 F -1.73920 -1.30120 -0.63838
2 C -2.90557 -1.74068 -0.16600
3 F -3.72302 -0.71969 -0.05221
4 F -3.42381 -2.63441 -1.01317
5 O -2.69632 -2.29243 1.07109
6 C -2.52298 -3.67052 1.11807
7 S -1.12185 -4.32938 0.12125
8 H -2.26378 -3.93076 2.15280
9 H -3.40930 -4.25170 0.82637
10 H -0.13685 -3.43990 0.31790
11 H -1.50646 -4.12005 -1.15839
12 C 0.83713 0.79352 -0.83030
13 Br 2.21647 -0.55585 -0.65722
14 Br 1.40897 2.43681 -0.04180
15 Br 0.31391 0.98834 -2.66725
16 H -0.02650 0.45344 -0.27365
17 C -7.36776 -3.93537 -1.07522
18 Br -6.36762 -2.37448 -0.55354
19 Br -7.57659 -5.10651 0.43367
20 Br -9.03441 -3.47362 -1.88691
21 H -6.78324 -4.46697 -1.81351
22 C -2.43326 3.71399 0.37201
23 Br -2.67590 1.79966 0.39774
24 Br -1.92538 4.29518 -1.38033
25 Br -3.97906 4.62008 1.04472
26 H -1.60847 3.93325 1.03767
27 C 5.28870 4.18565 0.51905
28 Br 5.20554 2.26363 0.49717
29 Br 5.71734 4.89525 -1.20597
30 Br 3.67016 4.95850 1.23068
31 H 6.08978 4.46388 1.19093
32 C 9.75470 3.90775 -0.23503
33 Br 9.00761 4.82377 1.28664
34 Br 11.66832 3.90691 -0.16891
35 Br 9.04229 2.13572 -0.40738
36 H 9.45573 4.46295 -1.11382
37 C -8.97052 -4.75353 4.11088
38 Br -10.00496 -4.73354 5.72048
39 Br -7.86022 -3.18259 3.98404
40 Br -7.94055 -6.37152 3.95450
41 H -9.66035 -4.73343 3.27784
42 C -3.29553 0.43929 3.99417
43 Br -3.00728 1.31490 5.66779
44 Br -1.66190 -0.34166 3.33211
45 Br -4.70768 -0.86315 4.10077
46 H -3.59536 1.19146 3.27547
47 C -1.87785 6.28535 -4.88908
48 Br -0.69636 4.77692 -4.68230
49 Br -1.10712 7.87633 -4.14811
50 Br -2.39675 6.52215 -6.71847
51 H -2.77347 6.06614 -4.32338
52 C 1.82201 3.23502 4.31069
53 Br 1.83659 3.95865 6.08643
54 Br 3.48072 2.38041 3.87756
55 Br 0.32226 2.06246 4.01993
56 H 1.71006 4.06743 3.62689
57 C 0.19576 -3.00535 -3.95602
58 Br 0.15439 -4.90770 -3.62432
59 Br 0.79729 -2.54997 -5.70685
60 Br -1.51687 -2.23237 -3.54951
61 H 0.90837 -2.58841 -3.25473
62 C 3.67482 -4.94601 0.44154
63 Br 4.41935 -5.37974 -1.25563
64 Br 3.95635 -3.12301 0.95083
65 Br 1.76298 -5.31741 0.48433
66 H 4.12874 -5.58394 1.18807
67 C 5.33248 6.29734 4.87790
68 Br 3.84920 7.31031 4.19835
69 Br 6.61120 5.86463 3.49893
70 Br 6.17850 7.18825 6.34555
71 H 4.93852 5.35899 5.24730
72 C 2.06162 -5.54348 -8.17189
73 Br 1.05913 -6.37696 -6.75725
74 Br 3.89780 -5.29663 -7.67060
75 Br 1.89044 -6.49958 -9.82219
76 H 1.63486 -4.56085 -8.32077

Results
energy relative to the best compared isomer or geometry (same formula, charge and spin)	0.0	kcal per mole
frontier orbital gap	7.897	eV
net charge	+1
LUMO	-3.61	eV

The following is a DFT calculation (ωB97M-V/def2-TZVPD) of a structure of composition C15H17Br3N4O8 at a distorted geometry.

Element x y z (Å)
1 C -0.67790 2.37737 0.97175
2 N -1.82981 1.55610 1.43548
3 O -2.48583 0.89741 0.72566
4 O -2.04595 1.51399 2.64627
5 H -0.95236 3.41826 1.14300
6 H -0.31183 2.13406 -0.02569
7 H 0.11120 2.09319 1.66792
8 C -2.92472 -4.72647 1.07901
9 N -2.88733 -4.81882 -0.44463
10 O -2.82552 -5.93218 -0.97709
11 O -3.04741 -3.75514 -1.07646
12 H -2.66159 -3.70157 1.34061
13 H -2.08091 -5.37930 1.30238
14 H -3.90314 -5.10652 1.37289
15 C 0.48943 -0.00615 -1.62659
16 C 0.99895 -1.27951 -1.66240
17 C 0.58838 -2.28645 -0.70854
18 C -0.44090 -2.00813 0.15857
19 C -0.96958 -0.70903 0.21459
20 C -0.47817 0.30093 -0.68658
21 N -0.98597 -3.09568 1.09284
22 O -0.49170 -4.22604 1.03829
23 O -1.95562 -2.88874 1.76450
24 H 0.82732 0.79293 -2.26978
25 H 1.67127 -1.55118 -2.46276
26 H 0.80844 -3.31379 -0.95859
27 H -1.73469 -0.39640 0.90977
28 H -0.95851 1.26613 -0.62283
29 C 5.05101 4.10964 -1.49327
30 C 3.80591 4.62891 -1.87790
31 C 2.70135 3.93161 -1.59177
32 C 2.74440 2.70412 -1.02246
33 C 4.00538 2.14888 -0.59358
34 C 5.16587 2.91006 -0.76173
35 N 1.49919 1.86793 -0.87070
36 O 0.43456 2.33471 -1.27721
37 O 1.62379 0.72800 -0.45173
38 H 5.89169 4.71199 -1.80442
39 H 3.61750 5.58835 -2.33657
40 H 1.75974 4.35004 -1.91531
41 H 3.98231 1.17983 -0.11734
42 H 6.09382 2.56619 -0.32923
43 C -3.33429 -0.95350 2.29575
44 Br -3.16627 -2.71403 3.17038
45 Br -4.91158 0.09603 2.75512
46 Br -3.30221 -1.03968 0.26616
47 H -2.50767 -0.31837 2.61419

Results
energy relative to the best compared isomer or geometry (same formula, charge and spin)	415.4	kcal per mole
frontier orbital gap	5.718	eV
net charge	0
LUMO	-2.08	eV

The following is a DFT calculation (ωB97M-V/def2-TZVPD) of a structure of composition C15H17Cl2NO2 at a distorted geometry.

Element x y z (Å)
1 Cl -2.67561 1.96215 0.74677
2 C -1.85776 0.55027 1.25076
3 C -1.98924 -0.59846 0.54067
4 C -1.20600 -1.81319 0.85629
5 O -1.20321 -2.80982 0.13510
6 C -0.35342 -1.68701 2.09557
7 Cl 0.55305 -3.08301 2.55138
8 C -0.10159 -0.48900 2.69588
9 C -0.99099 0.67115 2.47081
10 O -0.97480 1.67933 3.20878
11 H -2.47043 -0.58187 -0.45871
12 H 0.95621 -0.27837 3.02643
13 C -1.34645 -2.22243 6.09326
14 C -1.40264 -0.93913 5.17195
15 C 0.00774 -0.66720 4.71495
16 C 0.85691 -1.68292 5.23317
17 N 2.17294 -1.77951 5.12755
18 C 2.92117 -2.93575 5.63128
19 C 4.34257 -2.78263 5.10108
20 C 4.40532 -1.47637 4.31026
21 C 2.94692 -0.96961 4.18976
22 C 0.10492 -2.75467 6.02079
23 H -1.63996 -1.89947 7.10888
24 H -2.11303 -2.97150 5.83076
25 H -2.15390 -0.99340 4.36502
26 H -1.74219 -0.05737 5.74478
27 H 0.36968 0.43217 4.75191
28 H 2.89441 -2.97854 6.72971
29 H 2.47426 -3.85629 5.22903
30 H 5.05297 -2.78992 5.91842
31 H 4.58839 -3.63191 4.46883
32 H 5.02873 -0.73108 4.80956
33 H 4.83825 -1.62839 3.31575
34 H 2.63241 -1.17328 3.13773
35 H 2.85923 0.12502 4.38683
36 H 0.48980 -2.89526 7.05653
37 H 0.11821 -3.77796 5.58676

Results
frontier orbital gap	5.488	eV
net charge	0
LUMO	-1.32	eV